# 1
One molecule with the formula C3H5NO2. Source: the Open Molecules 2025 dataset; level of theory: wB97M-V/def2-TZVPD.

Energy above the lowest of the compared OMol25 structures with the same formula, charge and spin: 42.56 kcal/mol
Calculated total energy: -8775.849 eV
Orbital gap: 11.62 eV
Structure (SMILES): N#CCOCO
HOMO level: -10.9 eV

Each atom is followed by the atoms it is bonded to, with distances in Å.
Element x y z (Å)
1 N 1.3215 1.7871 -1.5119  C2 1.157
2 C 0.7995 1.4597 -0.5327  N1 1.157, C3 1.483
3 C 0.1475 0.9430 0.6948  C2 1.483, O4 1.401, H7 1.093, H8 1.101
4 O 0.4080 -0.4221 0.8686  C3 1.401, C5 1.411
5 C -0.4424 -1.2915 0.1521  O4 1.411, O6 1.394, H9 1.090, H10 1.104
6 O -0.2732 -1.3005 -1.2314  C5 1.394, H11 0.963
7 H 0.5664 1.4743 1.5532  C3 1.093
8 H -0.9301 1.1644 0.6443  C3 1.101
9 H -0.1774 -2.2888 0.5046  C5 1.090
10 H -1.4891 -1.0634 0.4189  C5 1.104
11 H 0.0692 -0.4622 -1.5606  O6 0.963

Atom charges from the natural (NBO) analysis, given in e for atoms 1 to 8: -0.30 0.23 -0.17 -0.50 0.23 -0.73 0.24 0.21

# 2
A 2-piece molecular cluster, C3H5NO2 overall. Source: the Open Molecules 2025 dataset; level of theory: wB97M-V/def2-TZVPD.

Energy above the lowest of the compared OMol25 structures with the same formula, charge and spin: 63.06 kcal/mol
Calculated total energy: -8774.960 eV
Orbital gap: 10.49 eV
HOMO level: -9.7 eV

Each atom is followed by the atoms it is bonded to, with distances in Å.
Element x y z (Å)
1 O 0.3028 1.5041 -0.7358  C2 1.384, H7 0.968
2 C -0.1938 0.6212 0.2076  O1 1.384, C3 1.459, N4 1.507, H8 1.090
3 C -1.4143 -0.0691 -0.1960  C2 1.459, N4 1.448, H9 1.082, H10 1.085
4 N -0.2149 -0.8656 -0.0384  C2 1.507, C3 1.448, H11 1.026
5 C 2.1315 -0.7271 -0.3489  O6 1.139
6 O 2.3537 -1.6601 0.2650  C5 1.139
7 H 1.1771 1.8369 -0.4859  O1 0.968
8 H 0.0048 0.9218 1.2362  C2 1.090
9 H -2.2185 -0.1761 0.5192  C3 1.082
10 H -1.6783 0.0415 -1.2430  C3 1.085
11 H -0.2500 -1.4275 0.8199  N4 1.026

Atom charges from the natural (NBO) analysis, given in e for atoms 1 to 8: -0.69 0.20 -0.28 -0.63 0.51 -0.53 0.48 0.17

# 3
A 2-piece molecular cluster, C3H5NO2 overall. Source: the Open Molecules 2025 dataset; level of theory: wB97M-V/def2-TZVPD.

Energy above the lowest of the compared OMol25 structures with the same formula, charge and spin: 42.06 kcal/mol
Calculated total energy: -8775.871 eV
Orbital gap: 9.66 eV
Structure (SMILES): N=C=O.C=CO
HOMO level: -9.0 eV

Each atom is followed by the atoms it is bonded to, with distances in Å.
Element x y z (Å)
1 N 3.8023 -0.8553 -0.7423  C2 1.190, H4 1.056
2 C 2.9581 -0.4132 -0.0297  N1 1.190, O3 1.156
3 O 2.2502 0.0540 0.7563  C2 1.156
4 H 3.9541 -1.6633 -1.4050  N1 1.056
5 C -1.5577 -1.2805 0.8543  C6 1.305, H8 1.117, H9 1.046
6 C -1.3996 -0.6707 -0.2887  C5 1.305, O7 1.348, H10 1.120
7 O -0.4301 0.2468 -0.4758  C6 1.348, H11 0.920
8 H -2.3237 -2.0829 0.9887  C5 1.117
9 H -0.9396 -0.9966 1.6491  C5 1.046
10 H -2.1642 -0.9336 -1.0643  C6 1.120
11 H 0.2222 0.1807 0.1701  O7 0.920

Atom charges from the natural (NBO) analysis, given in e for atoms 1 to 8: -0.77 0.87 -0.54 0.45 -0.53 0.15 -0.69 0.21

# 4
One molecule with the formula C3H5NO2. Source: the Open Molecules 2025 dataset; level of theory: wB97M-V/def2-TZVPD.

Energy above the lowest of the compared OMol25 structures with the same formula, charge and spin: 42.18 kcal/mol
Calculated total energy: -8775.866 eV
Orbital gap: 10.35 eV
Structure (SMILES): O=C1NC[C@@H]1O
HOMO level: -9.7 eV

Each atom is followed by the atoms it is bonded to, with distances in Å.
Element x y z (Å)
1 O 1.8414 -1.2239 0.8753  C2 1.197
2 C 0.8116 -0.7557 0.4845  O1 1.197, N3 1.424, C5 1.562
3 N -0.3511 -1.4195 -0.0012  C2 1.424, C4 1.490, H7 1.018
4 C -1.1038 -0.1334 -0.0052  N3 1.490, C5 1.536, H8 1.093, H9 1.092
5 C 0.1861 0.6573 0.2584  C2 1.562, C4 1.536, O6 1.409, H10 1.092
6 O 0.5786 1.2990 -0.9330  C5 1.409, H11 0.964
7 H -0.0575 -1.6490 -0.9481  N3 1.018
8 H -1.8128 -0.0675 0.8246  C4 1.093
9 H -1.6239 0.0723 -0.9428  C4 1.092
10 H 0.2304 1.3119 1.1309  C5 1.092
11 H 1.3010 1.9085 -0.7434  O6 0.964

Atom charges from the natural (NBO) analysis, given in e for atoms 1 to 8: -0.52 0.66 -0.64 -0.25 -0.02 -0.70 0.38 0.20